[1]
The following is a quantum chemistry calculation of a single C4H7NO molecule, from the OMol25 dataset.

XYZ file:
```
13
Properties=species:S:1:pos:R:3:forces:R:3
O 2.4536 -0.7345 -0.3653 0.215 -0.267 0.132
N 1.8445 0.4863 -0.0079 -0.650 0.069 0.055
C 0.5909 0.3220 -0.0800 0.354 0.072 0.053
C -0.2649 -0.8964 -0.2909 0.012 -0.153 -0.065
C -1.4841 -0.0364 0.1401 -0.232 -0.031 0.024
C -0.5791 1.2306 0.2137 0.031 0.167 0.037
H 3.2117 -0.7816 0.2253 0.189 0.106 -0.154
H -0.2805 -1.2618 -1.3220 -0.040 0.066 0.128
H 0.0138 -1.7289 0.3634 -0.089 0.104 -0.123
H -2.2934 0.0164 -0.5910 0.102 0.010 0.120
H -1.8992 -0.3310 1.1070 0.052 0.062 -0.147
H -0.7773 1.9686 -0.5699 0.053 -0.127 0.091
H -0.5359 1.7467 1.1775 0.003 -0.077 -0.153
```
Forces are in eV/Å.

Summary:
- 2S+1: 1
- ΔE to the lowest compared entry with this formula, charge and spin: 3.0321 eV
- Lowest unoccupied orbital energy: 1.095 eV
- HOMO energy: -9.55 eV
- SMILES string: ON=C1CCC1

Results of the Löwdin charge analysis, in e, for atoms 1 through 8:
1. O -0.081
2. N 0.044
3. C -0.329
4. C -0.113
5. C -0.156
6. C -0.103
7. H 0.085
8. H 0.117

---

[2]
The following is a quantum chemistry calculation of a single C5H8BrFO molecule in a non-equilibrium geometry, from the OMol25 dataset.

XYZ file:
```
16
Properties=species:S:1:pos:R:3:forces:R:3
C -0.9123 0.4304 -1.5096 -3.052 0.500 -0.684
C 0.0036 0.5832 -0.5814 2.010 0.400 -0.961
O -0.0477 0.4401 0.7129 -1.556 -0.030 2.433
C -1.2737 0.2904 1.5140 3.154 -1.528 1.388
C 1.5318 0.7754 -0.9150 0.022 -0.333 0.652
C 2.2591 -0.5872 -0.6591 -1.449 0.454 -3.172
F 1.7503 1.2441 -2.1648 -0.309 -0.251 -0.147
Br 2.2691 2.2225 0.3116 -0.215 -0.691 -0.538
H -2.0516 0.1918 -1.2065 2.909 0.638 -0.953
H -0.6526 0.8204 -2.5209 -0.478 -0.856 0.818
H -1.4684 1.1119 2.1645 0.532 1.202 0.162
H -0.9040 -0.5314 2.2030 -1.235 0.637 -0.818
H -2.1913 0.1175 1.0497 -1.036 -0.841 -1.425
H 3.3426 -0.5789 -0.7845 -0.218 0.221 -0.567
H 1.6792 -1.3625 -1.3522 1.524 1.450 1.602
H 2.1027 -0.7405 0.3466 -0.603 -0.972 2.210
```
Forces are in eV/Å.

Summary:
- 2S+1: 1
- ΔE to the lowest compared entry with this formula, charge and spin: 0.4262 eV
- Lowest unoccupied orbital energy: 0.734 eV
- HOMO energy: -9.21 eV
- SMILES string: C=C(OC)[C@@](C)(F)Br

Results of the Löwdin charge analysis, in e, for atoms 1 through 8:
1. C 0.061
2. C -0.475
3. O -0.153
4. C 0.004
5. C -0.743
6. C -0.053
7. F -0.024
8. Br 0.683

---

[3]
The following is a quantum chemistry calculation of a 4-piece molecular cluster, C2H14N2O3 overall in a non-equilibrium geometry, from the OMol25 dataset.

XYZ file:
```
21
Properties=species:S:1:pos:R:3:forces:R:3
N 1.7967 -1.6206 0.3969 -1.018 -1.447 0.043
C 0.3520 -1.2911 0.5335 0.185 0.220 0.858
C 0.1088 -0.5715 1.8516 0.895 0.228 1.410
N -1.2286 -0.0152 2.0565 -0.057 0.272 -0.018
H 1.9795 -2.4068 1.0347 0.130 0.549 0.166
H 1.8032 -2.1392 -0.4814 0.494 0.384 -0.252
H 0.1321 -0.6885 -0.3465 -0.433 0.192 0.172
H -0.3347 -2.1476 0.6208 0.234 -0.155 -0.684
H 0.8784 0.1806 2.0724 -0.136 0.368 -0.788
H 0.3405 -1.2330 2.7047 -0.300 -0.464 -0.452
H -1.6981 -0.3001 2.9074 0.186 -0.175 -0.292
H -1.8367 -0.1259 1.2596 -0.064 -0.165 -0.004
O -0.8534 2.3436 0.7347 -0.874 1.116 0.319
H -0.7944 1.7397 1.4997 -0.302 -0.212 -0.095
H -1.6456 2.9014 0.9072 0.935 -0.614 -0.194
O -0.0953 -0.4955 -4.4436 0.287 -1.253 -0.712
H -0.0210 0.3459 -4.0333 0.129 1.124 0.700
H 0.8190 -0.7529 -4.6373 -0.385 0.096 0.089
O 0.4541 1.8924 -1.5950 -0.353 0.137 -0.436
H -0.1299 2.2694 -2.2655 0.245 -0.054 -0.024
H -0.0266 2.1149 -0.7772 0.201 -0.146 0.194
```
Forces are in eV/Å.

Summary:
- 2S+1: 1
- ΔE to the lowest compared entry with this formula, charge and spin: 0.9892 eV
- Lowest unoccupied orbital energy: 0.734 eV
- HOMO energy: -9.58 eV
- SMILES string: NCCN.O.O.O

Results of the Löwdin charge analysis, in e, for atoms 1 through 8:
1. N -0.008
2. C -0.283
3. C -0.297
4. N -0.030
5. H 0.067
6. H 0.062
7. H 0.103
8. H 0.110

---

[4]
The following is a quantum chemistry calculation of C25H17AuBrF4N4PS as an isolated structure, from the OMol25 dataset.

XYZ file:
```
54
Properties=species:S:1:pos:R:3:forces:R:3
Au 0.1048 -0.4499 -0.1008 -0.108 0.292 -0.029
N -0.3663 1.1491 4.0550 -0.067 0.172 0.062
C -0.2304 0.5410 2.9005 -0.051 -0.161 0.261
S -0.5397 1.3311 1.4333 0.052 -0.121 0.224
N 0.1704 -0.7953 3.0769 0.075 0.370 -0.447
N 0.4019 -1.3762 1.9359 0.052 -0.366 0.339
C 0.8383 -2.6162 2.0018 -0.012 0.068 -0.347
C 1.0540 -3.3200 0.7684 -0.008 0.102 0.086
C 1.4799 -4.6392 0.7948 0.024 -0.055 -0.064
C 1.6613 -5.3096 -0.4111 0.020 -0.047 0.058
C 1.4095 -4.6301 -1.5808 -0.023 0.080 -0.074
C 0.9842 -3.2948 -1.5257 0.035 -0.068 0.083
N 0.8098 -2.6487 -0.3897 0.045 -0.179 -0.083
H -0.6546 2.1164 4.1024 0.015 -0.029 0.041
H -0.1900 0.6464 4.9150 -0.005 -0.009 -0.008
H 1.0345 -3.0856 2.9600 -0.080 0.037 0.052
H 1.6615 -5.1284 1.7424 0.001 0.004 0.004
H 1.9916 -6.3391 -0.4250 -0.001 0.002 0.005
H 1.5360 -5.1080 -2.5422 -0.011 0.021 -0.012
H 0.7829 -2.7448 -2.4315 -0.007 0.020 -0.073
F -1.5434 5.0569 -5.5788 0.014 -0.046 0.047
C -1.2323 4.0220 -4.8293 -0.030 0.102 -0.110
C -0.8860 2.8196 -5.4164 -0.005 0.011 -0.124
F -0.8634 2.6994 -6.7314 0.003 -0.011 0.083
C -0.5630 1.7457 -4.6100 -0.005 0.027 -0.020
F -0.2308 0.6061 -5.2239 0.006 -0.057 0.091
C -0.5722 1.8228 -3.2181 -0.005 -0.018 0.035
P -0.1106 0.2630 -2.3902 0.089 -0.201 -0.070
C 1.6021 0.0023 -2.9272 -0.022 -0.104 0.025
C 2.0667 -0.8465 -3.9308 0.013 0.089 -0.009
C 3.4250 -0.9158 -4.2069 -0.054 0.008 0.004
C 4.3249 -0.1359 -3.4961 0.034 0.002 -0.005
C 3.8696 0.7242 -2.5069 -0.027 0.027 0.035
C 2.5165 0.7902 -2.2183 0.041 -0.039 0.029
C -1.4009 -0.8958 -2.9198 0.072 -0.069 0.027
C -2.5962 -0.7342 -2.2099 -0.019 -0.051 0.026
C -3.6910 -1.5355 -2.4895 0.010 0.036 0.034
C -3.5997 -2.5137 -3.4694 -0.030 -0.018 -0.005
C -2.4203 -2.6775 -4.1801 0.037 0.033 0.003
C -1.3234 -1.8703 -3.9139 -0.062 0.073 -0.009
C -0.9200 3.0484 -2.6495 -0.001 0.006 -0.047
Br -0.9653 3.3378 -0.8030 -0.023 0.123 -0.071
C -1.2463 4.1299 -3.4475 -0.017 0.060 0.010
F -1.5779 5.2947 -2.9141 0.015 -0.045 0.014
H 1.3871 -1.4226 -4.5344 -0.049 -0.061 -0.045
H 3.7770 -1.5639 -4.9981 -0.009 -0.013 0.007
H 5.3812 -0.1883 -3.7226 0.000 0.004 -0.001
H 4.5672 1.3450 -1.9613 -0.005 0.006 -0.001
H 2.1686 1.4697 -1.4459 0.011 0.009 0.005
H -2.6776 0.0302 -1.4429 -0.014 0.003 0.003
H -4.6140 -1.3953 -1.9436 0.001 0.007 0.000
H -4.4533 -3.1409 -3.6880 -0.003 0.004 -0.002
H -2.3589 -3.4205 -4.9638 0.014 -0.007 0.007
H -0.4399 -1.9843 -4.5175 0.078 -0.024 -0.045
```
Forces are in eV/Å.

Summary:
- 2S+1: 3
- Expectation value of S²: 2.041
- Lowest unoccupied orbital energy (alpha / beta): -7.296 / -9.242 eV
- Net charge: +2
- HOMO energy (alpha / beta): -13.95 / -14.31 eV

Results of the Löwdin charge analysis, in e, for atoms 1 through 8:
1. Au 0.737
2. N 0.169
3. C -0.766
4. S 0.612
5. N 0.091
6. N -0.118
7. C 0.029
8. C -0.246

---

[5]
The following is a quantum chemistry calculation of a 2-piece molecular cluster, C11H18 overall in a non-equilibrium geometry, from the OMol25 dataset.

XYZ file:
```
29
Properties=species:S:1:pos:R:3:forces:R:3
C 1.1635 -1.5581 -1.7181 0.893 2.781 -1.363
C -1.2785 -0.7366 -1.3146 2.448 -1.848 0.984
C 0.0687 -0.5132 -1.7056 -0.290 1.262 -1.823
C -2.2239 0.3308 -1.2898 -2.645 -2.185 0.932
C -1.8636 1.4811 -1.8895 0.453 2.450 0.001
C 0.3773 0.6385 -2.4277 -1.748 1.568 1.145
C -0.5921 1.7341 -2.4308 -1.358 0.692 -0.377
H -1.4006 -1.7408 -0.8667 -0.568 0.654 0.026
H -3.2932 0.0745 -0.9077 1.921 0.842 -0.685
H 0.9683 -2.1722 -0.9312 -0.169 -2.538 1.929
H 2.2074 -1.1145 -1.6272 -1.330 -0.255 0.219
H -2.4912 2.3808 -1.8106 -0.227 -0.487 -0.185
H 1.2347 0.8245 -2.9898 1.813 -0.265 -0.479
H -0.5512 2.8039 -2.8124 0.930 -1.614 0.218
H 1.1546 -1.9684 -2.7058 -0.068 -1.082 -0.407
C 0.8405 -0.2181 2.2952 -1.694 -1.829 3.485
C 1.5817 -1.4012 2.9970 2.169 -1.162 -0.400
C -0.6640 -0.3067 2.7523 2.936 2.578 2.685
C 1.4732 1.0551 2.6053 1.666 2.562 -0.200
H 0.8366 -0.3700 1.2485 0.314 -0.144 -1.162
H 1.4891 -1.7061 4.0609 -1.638 0.718 -0.366
H -0.5639 -0.6648 3.8347 -0.761 0.818 -1.190
H -0.9933 0.7816 2.6877 -0.516 -1.789 0.031
H -1.1635 -1.0301 2.2201 -1.564 -1.199 -1.422
H 1.0183 1.9926 2.3741 -1.392 0.318 -1.237
H 1.9162 1.4796 3.5000 -0.079 -1.599 1.475
H 2.3179 1.0205 1.9724 1.382 0.483 -0.877
H 2.7462 -1.3780 3.1641 -1.633 0.383 -1.735
H 1.2719 -2.2480 2.3469 0.754 -0.113 0.777
```
Forces are in eV/Å.

Summary:
- 2S+1: 2
- ΔE to the lowest compared entry with this formula, charge and spin: 2.7805 eV
- Expectation value of S²: 0.762
- Lowest unoccupied orbital energy (alpha / beta): 3.282 / 3.253 eV
- Net charge: -1
- HOMO energy (alpha / beta): 0.85 / -3.33 eV

Results of the Löwdin charge analysis, in e, for atoms 1 through 8:
1. C -0.100
2. C -0.161
3. C -0.369
4. C -0.226
5. C -0.259
6. C -0.156
7. C -0.179
8. H 0.062

---

[6]
The following is a quantum chemistry calculation of a 3-piece molecular cluster, C5H14O2 overall, from the OMol25 dataset.

XYZ file:
```
21
Properties=species:S:1:pos:R:3:forces:R:3
C -2.3986 -0.2332 -1.5762 -0.123 0.123 -0.630
C -1.7449 0.4647 -0.3920 -0.376 -0.448 -0.116
C -1.4858 -0.3562 0.8571 0.160 -0.196 -0.641
C -2.0374 -1.5568 1.0308 -0.517 0.397 0.562
C -0.3991 0.2424 1.6958 0.680 -0.468 -0.308
H -1.7025 -0.9028 -2.0734 0.132 -0.340 0.173
H -3.3264 -0.7791 -1.3911 0.043 0.063 0.277
H -2.6306 0.5045 -2.3539 -0.033 0.081 0.173
H -0.7440 0.7435 -0.7315 -0.095 0.475 0.010
H -2.3260 1.3664 -0.1833 0.325 0.151 0.294
H -1.7591 -2.2459 1.8240 0.004 0.240 0.102
H -2.9498 -1.7867 0.4922 0.369 -0.394 -0.368
H -0.4316 1.3266 1.6153 -0.106 0.112 0.324
H -0.3919 -0.1174 2.7149 -0.290 0.143 0.414
H 0.5955 -0.0275 1.3135 -0.163 0.046 -0.290
H 2.0204 1.2027 -2.2125 0.004 0.003 0.011
H 0.8688 2.0729 -1.7108 0.054 0.043 -0.096
O 1.6633 1.6008 -1.3998 -0.056 -0.029 0.141
H 5.8596 -1.0395 1.0259 -0.155 -0.041 -0.156
H 6.8086 0.1333 0.9955 -0.041 -0.004 -0.199
O 6.5115 -0.6127 0.4595 0.184 0.043 0.324
```
Forces are in eV/Å.

Summary:
- 2S+1: 2
- ΔE to the lowest compared entry with this formula, charge and spin: 0.7208 eV
- Expectation value of S²: 0.750
- Lowest unoccupied orbital energy (alpha / beta): 3.432 / 3.470 eV
- Net charge: -1
- HOMO energy (alpha / beta): 1.03 / -6.16 eV

Results of the Löwdin charge analysis, in e, for atoms 1 through 8:
1. C -0.189
2. C -0.289
3. C -0.386
4. C 0.004
5. C -0.131
6. H 0.053
7. H 0.051
8. H 0.041

---

no.,calculated total energy (eV)
1,-7796.612
2,-80120.030
3,-11423.438
4,-136873.158
5,-11695.095
6,-9505.142